(1)
50
Properties=species:S:1:pos:R:3:forces:R:3 method="wB97M-V/def2-TZVPD" lumo_ev=-1.49 e_above_lowest_kcal_mol=0.0 homo_energy_ha=-0.3134 orbital_gap_ev=7.03 max_force_ev_per_a=0.24 multiplicity=1
N 0.9535 -1.4477 -0.9051 0.05 0.09 0.04
C -4.1501 -1.2040 -0.6009 0.04 0.09 0.00
N 1.3414 0.8464 -2.0048 0.08 0.04 0.02
F 1.7025 -5.2650 3.0295 0.00 -0.01 0.01
C -4.8128 -1.6758 0.5739 -0.04 -0.02 -0.03
F 0.5301 -4.1759 -1.3783 -0.01 -0.01 -0.01
C 1.7553 -3.0153 2.3517 0.00 0.00 0.00
H 0.5808 -0.3373 -3.5351 0.01 0.00 -0.01
C 0.9501 -3.7841 -0.1722 0.02 0.01 -0.01
H 2.3353 -0.0809 -3.6559 0.00 0.01 0.00
C 0.0561 3.0451 3.3310 -0.02 0.00 0.00
H 2.4629 1.8174 -0.4964 0.00 0.01 0.00
C 1.5051 -0.2564 -2.9633 -0.04 0.04 0.00
F 0.9069 -6.0233 0.5481 0.00 -0.01 -0.01
H -0.5382 3.5217 -1.4358 0.02 0.03 0.01
C -0.5303 2.3804 1.0758 0.02 -0.02 0.01
H 1.0967 3.4829 -0.7790 0.01 -0.03 0.00
N -0.1601 1.8768 -0.1883 0.08 -0.10 -0.01
C 1.5321 -4.3539 2.0787 0.00 0.00 -0.01
H 1.4240 -2.3957 -2.7333 0.01 0.01 0.00
H 3.0252 0.2068 -0.8971 0.00 -0.01 0.01
C 1.7407 -1.5320 -2.1441 -0.02 -0.04 -0.03
F 1.7078 2.3828 1.8106 0.00 -0.01 -0.02
S -1.9394 -0.2624 -1.9490 -0.02 0.11 -0.07
Ru -0.1499 0.0648 -0.6825 -0.17 -0.12 0.12
H 1.4281 2.7086 -3.0436 0.00 0.03 0.01
C 1.1305 -4.7395 0.8108 0.01 0.01 0.02
F 1.8016 -0.7869 1.6387 -0.01 0.01 0.00
S -1.7731 -0.8467 0.7945 0.10 0.14 0.02
H 2.8020 -1.6700 -1.9154 0.01 0.00 0.01
H -0.1353 1.8648 -3.0607 0.01 -0.01 0.00
C 1.5798 -2.0784 1.3518 -0.02 0.01 0.01
F 2.1431 -2.6388 3.5671 0.00 0.00 0.00
C -4.8758 -1.1364 -1.8304 -0.07 -0.08 0.04
C -1.2796 3.2745 3.6159 0.01 0.00 0.00
F 0.9823 3.2465 4.2652 0.00 0.00 0.00
C 0.7327 2.1080 -2.4478 -0.03 -0.04 -0.05
C 1.1734 -2.4329 0.0701 -0.02 -0.01 0.02
N -5.3394 -2.0627 1.5201 0.02 0.02 0.01
H 3.3339 1.5459 -2.0270 0.01 0.00 0.00
C 0.2942 2.8576 -1.1838 -0.08 0.06 0.01
N -5.4496 -1.0927 -2.8265 0.04 0.04 -0.01
C 2.6183 1.1224 -1.3155 -0.01 -0.03 -0.02
F -3.5205 3.3027 2.9164 0.00 0.00 0.00
C -2.8475 -0.8275 -0.5527 0.04 -0.17 -0.03
C -1.8625 2.6323 1.3849 0.01 0.02 0.02
F -1.6363 3.6997 4.8217 0.00 0.00 0.01
C 0.4131 2.6064 2.0705 0.02 -0.01 -0.01
C -2.2416 3.0703 2.6410 -0.01 0.00 -0.01
F -2.7979 2.4575 0.4569 -0.02 -0.04 -0.05

(2)
16
Properties=species:S:1:pos:R:3:forces:R:3 method="wB97M-V/def2-TZVPD" lumo_ev="0.11 / 0.11" e_above_lowest_kcal_mol=87.3 homo_energy_ha="-0.3363 / -0.3363" orbital_gap_ev="9.26 / 9.26" max_force_ev_per_a=0.48 multiplicity=1
H 0.4718 -3.0179 -0.9696 -0.06 0.16 0.02
H -0.8850 -1.9204 -1.4794 0.15 -0.01 0.11
O -0.3858 -2.2488 0.7661 -0.08 0.18 0.20
C 0.1388 -1.9974 -1.1309 0.03 -0.01 -0.31
H 0.8335 -1.4518 -1.7705 -0.10 -0.07 0.15
H 0.1114 1.2667 -1.3544 -0.04 0.01 0.13
H 1.3488 2.1786 0.6524 -0.15 -0.02 -0.01
C 0.2531 2.1255 0.6411 0.02 0.04 0.05
C -0.4945 -1.0179 1.0708 -0.12 -0.04 0.16
N 0.2343 -0.2853 0.0165 0.08 -0.01 0.10
H -0.1261 3.1100 0.3502 0.04 -0.13 0.03
H 1.2229 -0.2703 0.2674 -0.11 -0.02 -0.04
O -1.0675 -0.4407 1.9740 0.21 -0.23 -0.36
H -1.3239 1.0207 -0.3491 0.14 0.02 0.01
C -0.2308 1.0580 -0.3325 -0.07 0.06 -0.10
H -0.1010 1.8909 1.6480 0.06 0.06 -0.14

(3)
76
Properties=species:S:1:pos:R:3:forces:R:3 method="wB97M-V/def2-TZVPD" lumo_ev=3.58 charge=-2 e_above_lowest_kcal_mol=15.4 homo_energy_ha=-0.0588 orbital_gap_ev=5.18 max_force_ev_per_a=0.84 multiplicity=1
N 0.2665 -0.8296 0.9710 0.29 0.26 0.10
H 0.5634 2.2095 6.7325 -0.05 0.01 0.06
C -2.5443 -1.6525 -4.6025 0.08 0.01 0.05
C -1.9419 -0.7254 -0.0572 -0.29 0.25 -0.15
N -0.0697 1.5081 2.9586 0.06 -0.26 0.18
Pb 1.1617 1.7863 -0.8699 0.12 0.14 0.24
C -1.1110 -2.8218 0.8426 0.11 0.31 -0.07
H 1.3272 3.3993 5.0685 -0.01 -0.03 0.06
C -4.0610 -0.0741 -5.5874 -0.05 -0.04 0.02
H 0.3320 -0.8313 6.9461 0.02 -0.04 0.00
H 1.8216 -3.4171 2.4234 0.02 -0.05 -0.01
C 2.5845 1.2081 -5.7314 -0.02 0.00 -0.06
H -2.2886 0.4624 5.7233 0.06 0.06 0.03
C 1.1661 -1.5158 1.6425 -0.46 -0.12 -0.20
C 2.3851 -0.8694 2.1798 0.40 0.34 -0.11
C 1.0251 -2.9073 1.8982 0.02 -0.07 -0.02
Te -1.7124 4.9306 -1.4289 0.12 0.00 -0.05
C 2.6211 -1.0513 -6.5659 0.01 -0.01 -0.04
H 2.5531 -1.1675 3.2169 -0.09 0.00 0.05
H 2.0546 2.8410 3.5651 -0.01 -0.09 -0.04
H -2.2526 -1.4135 4.0284 0.00 -0.06 -0.01
H 1.7418 0.0125 6.2971 0.02 -0.02 -0.01
C 1.5747 2.5093 4.4856 0.03 0.03 -0.01
H 2.3339 0.2133 2.1248 0.07 0.09 -0.10
S -0.0673 -1.0143 -3.5844 -0.36 0.26 -0.71
H -5.0446 0.1660 -5.9721 0.01 -0.01 -0.05
H -0.6275 -0.9105 3.5506 -0.03 0.00 -0.01
C -1.6233 0.4785 4.8546 0.01 -0.09 -0.21
C -1.8453 0.6296 -4.9676 -0.01 0.10 0.03
C 1.5829 0.8696 -4.8339 -0.05 0.13 0.09
H -0.8737 1.3184 7.2147 0.01 0.05 -0.02
H 2.2969 1.9169 5.0488 0.02 0.01 0.05
C -1.5854 -0.6548 -4.5173 0.20 -0.33 0.14
H 2.9745 2.2165 -5.7316 0.02 0.01 0.02
O -0.1226 -0.0314 -2.4770 0.18 -0.10 0.11
H 1.2541 -2.4135 -5.6002 0.08 -0.04 -0.02
Se 3.2598 0.3115 -1.8293 0.54 0.31 0.17
H 1.1866 1.6123 -4.1534 0.02 -0.06 0.09
H -2.3234 -2.6435 -4.2238 -0.01 -0.01 0.02
H 1.2709 0.2505 7.9881 0.03 -0.05 0.03
C -1.3309 -0.9464 4.3809 -0.02 0.11 0.06
C -0.8826 -1.4355 0.5852 -0.25 -0.63 0.12
H -3.8961 -0.7926 -0.8556 0.01 -0.01 -0.01
C 0.8930 0.1021 6.9742 -0.13 0.12 0.04
C 0.0081 1.2859 6.5680 0.22 -0.11 -0.09
H -0.9102 -1.5621 5.1775 -0.01 -0.03 0.02
H -4.2678 -3.1933 -0.3492 0.01 -0.01 -0.01
Se -0.1697 3.6807 -2.9499 -0.02 0.15 -0.12
C -2.3244 -3.4408 0.4951 -0.12 -0.16 -0.04
C 1.1207 -0.4320 -4.8075 -0.08 -0.32 0.10
H 3.0375 -1.7988 -7.2294 0.00 -0.01 0.00
H -4.5547 -2.1242 -5.1790 0.00 -0.01 -0.02
N -0.4400 1.2520 5.1957 -0.11 0.01 0.17
Se 6.0724 3.3583 -2.1720 -0.25 -0.11 0.05
C -0.0856 -3.5545 1.4819 -0.06 -0.03 0.05
H 0.5810 1.8783 2.2710 0.10 0.10 0.09
C -3.3253 -2.7256 -0.0920 -0.08 -0.16 -0.02
C 0.3315 1.7217 4.1512 0.13 0.25 -0.26
S -1.8941 0.9652 -0.6199 -0.20 -0.19 0.03
H -1.1074 1.4136 -4.8499 -0.02 0.04 0.04
H 3.9046 0.5186 -7.2678 0.01 0.00 -0.01
H -2.4471 -4.4966 0.7111 0.00 -0.01 0.02
H -0.2231 -4.6180 1.6456 0.00 0.00 0.04
C -3.0883 0.9141 -5.5104 0.09 0.03 0.04
Te -1.0989 3.9853 1.0235 0.18 0.31 0.05
C 3.1037 0.2516 -6.5905 -0.02 0.02 0.01
Sb 4.8018 2.0016 -0.6087 -0.10 -0.10 0.37
Se 2.9459 3.3611 0.6147 0.49 -0.27 -0.23
C 1.6305 -1.3985 -5.6625 -0.03 0.02 0.02
Se -2.7308 2.0926 1.0812 -0.56 -0.18 0.06
H -3.2976 1.9208 -5.8467 -0.03 0.01 0.01
C -3.7903 -1.3583 -5.1377 -0.06 0.00 -0.04
Se 6.1729 0.8373 1.0570 -0.32 0.06 -0.18
C -3.1191 -1.3693 -0.3713 0.14 0.05 0.02
H -2.1248 1.0043 4.0403 -0.05 -0.01 0.04
H 3.2619 -1.2044 1.6184 0.05 0.17 -0.07

(4)
103
Properties=species:S:1:pos:R:3:forces:R:3 method="wB97M-V/def2-TZVPD" lumo_ev=-2.49 charge=+1 homo_energy_ha=-0.3777 orbital_gap_ev=7.78 max_force_ev_per_a=0.99 multiplicity=1
C 3.4849 6.5226 -1.4292 -0.10 -0.08 -0.04
H 4.3228 1.5457 -1.7334 0.13 0.15 -0.06
H 3.8790 -1.4576 -1.2296 0.22 -0.06 -0.08
H 2.2168 0.4815 0.1739 -0.18 -0.03 0.02
H 5.5493 9.1557 -2.3774 -0.04 -0.01 -0.09
H -2.7713 -5.4357 -0.3164 -0.11 0.00 0.18
N -4.4769 -0.2810 -0.0723 0.38 0.60 -0.01
H -0.4051 -2.8491 1.5076 -0.12 -0.17 0.03
H -4.8413 -5.4770 1.2032 -0.11 -0.11 -0.02
C -4.7133 -4.7241 1.9775 0.06 0.19 -0.22
H 2.5783 -2.1318 0.6807 -0.14 -0.01 0.17
H -6.1113 2.4405 -0.3795 -0.56 0.05 0.20
H 4.0572 -1.6156 2.9352 0.11 -0.04 0.06
H -0.9899 -6.8719 -2.5298 0.01 -0.30 0.10
H 2.7312 2.3043 -1.4945 0.23 0.16 -0.42
H 2.2319 0.0130 -1.5244 -0.12 -0.05 -0.02
O -5.0771 1.3877 1.6713 0.55 0.29 -0.44
H -2.0363 -4.8705 -2.8429 -0.11 -0.20 -0.07
O -2.7004 2.2167 -1.4620 0.03 -0.53 -0.20
H 0.3386 -0.0129 1.2673 0.08 0.05 -0.09
C 2.3387 -0.3596 2.8303 -0.01 -0.26 0.38
H 1.1413 2.5196 -0.1952 0.02 -0.04 -0.07
C -4.8350 -1.6097 -0.1837 -0.39 -0.42 -0.18
C 4.6349 8.7416 -1.9555 0.22 0.01 0.18
H -1.0472 -6.7142 -0.7507 0.11 -0.03 0.14
C 3.0242 3.5841 2.1946 0.15 0.00 0.00
B -6.2424 -2.1510 0.2655 -0.15 -0.38 -0.14
O 1.2821 -5.4515 -3.0661 0.04 -0.41 -0.15
H -2.1103 2.1081 -3.4455 -0.10 -0.06 -0.04
O 5.7529 6.6048 -1.6328 -0.08 -0.10 -0.06
O -6.1573 1.4786 -0.4333 0.68 -0.05 -0.29
H -7.5183 -0.9944 1.1729 -0.62 -0.13 -0.09
C -1.4982 -4.8696 -1.8996 0.21 0.26 0.44
H -1.4363 3.4613 -2.5377 0.01 0.10 0.08
H -1.1293 -0.6452 -1.9992 -0.26 0.29 0.05
H 2.5507 6.4587 -1.9811 0.03 -0.16 -0.02
C -5.8753 -3.7495 1.9682 0.04 -0.58 0.37
H 4.5080 1.6745 0.8332 -0.08 0.02 0.26
S 0.9577 -5.9004 -1.7503 -0.15 0.90 0.03
H -4.6700 -5.2327 2.9360 0.09 0.00 0.12
H -6.6953 -4.1872 2.5326 -0.23 0.06 -0.10
C 2.8609 0.3288 -0.6905 0.41 0.16 0.06
H 3.7813 9.2253 -2.4295 -0.01 -0.02 -0.02
C 3.8715 -0.7850 -0.3706 -0.34 -0.32 -0.23
H -0.7480 -0.3097 2.5746 -0.06 0.11 0.04
C 1.5190 2.9545 0.7130 -0.19 0.00 -0.33
H -0.7193 -4.1192 -2.0039 -0.03 0.17 -0.16
H -1.1087 2.3221 0.4280 0.19 0.00 0.19
C 0.8385 3.5944 1.7214 0.28 0.05 0.15
C 3.5019 1.6847 -1.0370 -0.81 -0.26 0.52
C 3.5383 -1.6426 0.8533 0.38 0.21 -0.08
B -2.4312 1.2699 -0.5166 0.25 0.43 -0.10
C 3.9587 2.3937 0.2240 0.46 -0.12 -0.31
H -1.5118 -2.3113 -2.1616 -0.12 -0.04 -0.12
H 4.0052 3.6856 2.6233 0.10 0.01 0.00
N 2.8547 2.9556 0.9934 -0.29 0.00 0.47
C -3.6928 -3.7045 -1.1296 0.64 0.20 -0.28
C -2.4251 -4.4917 -0.7346 -0.22 -0.52 -0.22
C -1.7035 2.4113 -2.4852 -0.10 0.20 -0.07
H 1.4700 -2.2996 2.4773 -0.09 -0.12 -0.09
H 4.8912 -0.4071 -0.2875 0.02 0.22 0.11
H -4.5571 -4.1909 -0.6976 -0.22 0.10 0.01
N -2.7802 -1.3140 -0.8971 0.50 0.23 -0.41
O 6.1674 4.5029 -0.9368 0.03 -0.02 -0.01
C -0.7263 -1.8933 1.0965 0.36 0.13 0.37
H 4.2777 -2.4424 0.8778 -0.04 -0.18 -0.08
H 4.3160 -0.0858 2.1044 0.29 -0.06 0.13
C 1.8098 3.9992 2.6720 0.07 -0.12 -0.06
H -3.7665 -4.2136 1.8068 0.10 -0.03 -0.02
C -1.4355 -1.5166 -1.4279 0.43 -0.58 -0.05
H 2.0740 0.6011 2.3893 -0.07 0.06 -0.12
H 0.4538 -1.1373 -0.5083 0.10 0.05 -0.06
H -3.8168 -3.7562 -2.2138 -0.05 -0.04 -0.09
H 4.5452 7.0229 -3.2418 0.00 -0.06 0.01
H -4.1729 1.2837 1.9914 -0.14 -0.28 0.39
H -5.5878 -2.8388 2.5013 -0.02 0.16 -0.08
C -0.0197 -0.7966 1.9279 -0.17 -0.39 0.04
H 0.7447 -1.4483 3.8146 0.05 -0.12 0.12
C 3.6284 -0.9245 2.2123 -0.47 0.10 -0.24
H -1.8648 -4.0073 0.0600 0.05 0.09 0.08
C 4.5822 7.2520 -2.1733 -0.06 0.29 0.05
H 4.6289 8.9783 -0.8909 -0.04 -0.03 0.01
C -0.7914 -6.2221 -1.6820 -0.05 0.14 -0.71
C 5.4054 5.3607 -1.2482 0.10 0.11 -0.04
C -3.2177 -0.1161 -0.4906 -0.62 -0.32 0.15
C 1.1300 -1.3187 2.8057 0.18 0.48 -0.16
H 3.2957 6.9458 -0.4402 0.04 0.08 -0.02
B -5.2752 0.9119 0.4136 -0.74 -0.02 0.12
H 1.6620 4.5189 3.6002 -0.12 0.06 0.07
H -0.8094 1.8227 -2.2814 0.13 0.02 0.04
H -0.2202 3.7741 1.7933 -0.14 0.01 -0.06
H 4.6527 3.1930 -0.0047 0.02 0.05 -0.08
H 0.1172 -2.8217 -0.6652 -0.05 -0.13 -0.08
C -0.3369 -1.8734 -0.3926 -0.19 0.24 0.15
C -3.7637 -2.2653 -0.7390 -0.29 0.18 0.64
O -1.5326 1.4533 0.4681 -0.16 -0.13 -0.03
H 2.5674 -0.1423 3.8735 0.09 0.18 0.04
H -1.8005 -1.8436 1.2819 -0.13 -0.02 -0.28
O 4.0554 5.2156 -1.2601 -0.04 0.10 -0.01
Cl 1.7481 -7.7272 -1.4533 0.05 -0.03 0.05
O 1.3026 -5.0372 -0.6599 0.06 -0.38 0.30
O -6.3590 -3.4641 0.6460 0.17 0.35 0.18
O -7.3236 -1.3003 0.2785 0.79 0.45 0.29

(5)
31
Properties=species:S:1:pos:R:3:forces:R:3 method="wB97M-V/def2-TZVPD" lumo_ev=0.85 e_above_lowest_kcal_mol=14.5 homo_energy_ha=-0.3167 orbital_gap_ev=9.46 max_force_ev_per_a=1.26 smiles=Cc1ccc(O)cc1.Cc1ccccc1 multiplicity=1
H 0.1572 0.1056 2.8610 0.08 0.00 -0.24
C 0.2158 -1.5414 -1.2188 -0.09 0.26 -0.07
O -0.7275 -2.5326 -3.1602 -0.28 0.06 0.21
C 1.3155 -1.2761 -3.3399 0.12 -0.56 1.05
H -1.1969 -2.0660 -3.8558 0.10 0.11 -0.11
H -1.8856 -1.1626 3.3074 0.04 -0.16 -0.28
H 3.4419 0.9571 -0.2736 0.35 0.27 -0.25
H -4.0577 -0.2330 2.6760 -0.15 0.21 -0.08
H 3.7092 -0.5773 0.4374 -0.09 -0.05 -0.13
H -0.6567 -1.9024 -0.6920 0.02 0.10 0.19
C -3.2342 1.6194 1.9091 0.18 -0.03 0.90
H 4.6226 -0.2211 -0.9746 -0.29 0.20 -0.52
C -2.0902 2.4002 1.8685 0.11 0.02 -0.57
C -0.8296 1.8685 2.1760 -0.69 -0.06 -0.61
C -3.1731 0.3720 2.5155 0.15 -1.07 -0.61
C 0.2482 -1.7377 -2.5848 -0.04 -0.20 -0.39
H 1.3369 2.4673 2.2592 -0.27 -0.57 0.08
C -1.9424 -0.2158 2.7887 -0.21 1.15 0.47
C -0.7947 0.5410 2.5700 0.68 -0.35 0.85
H -4.1843 1.9748 1.5540 -0.19 0.35 0.05
H -2.1539 3.4195 1.4962 0.02 -0.09 -0.02
C 3.6335 -0.0814 -0.5394 -0.15 -0.17 1.17
C 2.4369 -0.6186 -1.2697 0.19 0.29 -0.15
H 3.2978 -0.5428 -3.2217 0.08 0.08 0.06
H 1.3485 -1.5150 -4.3835 0.10 0.16 -0.44
H 1.1517 -0.7673 0.4949 0.42 0.10 -0.05
H 0.5002 2.5748 0.7021 0.17 -0.03 0.02
C 0.3743 2.6732 1.7832 0.40 0.56 0.03
C 1.2788 -0.9129 -0.5746 -0.85 -0.81 0.18
H 0.2285 3.7375 1.9725 -0.28 0.04 -0.03
C 2.4118 -0.7825 -2.6457 0.38 0.21 -0.73

(6)
10
Properties=species:S:1:pos:R:3:forces:R:3 method="wB97M-V/def2-TZVPD" lumo_ev=0.56 e_above_lowest_kcal_mol=86.1 homo_energy_ha=-0.2689 orbital_gap_ev=7.88 max_force_ev_per_a=5.16 multiplicity=1
C -1.8060 -0.0053 -0.1165 -1.29 -4.72 -0.70
H -1.6484 -1.3559 -0.3413 -0.72 4.41 0.96
H -0.7893 1.7145 0.1010 0.60 -2.64 0.16
O -4.1077 -0.7924 0.1271 -3.32 -3.95 0.19
H 0.5764 -1.0086 0.1956 -0.41 -1.17 1.40
S -3.4319 0.4499 0.0009 3.87 2.93 -0.42
C 0.6367 0.0432 0.1180 -1.14 0.81 0.50
N -0.6888 0.6328 0.0875 0.83 3.65 -0.18
H 1.1208 0.0396 -0.7926 1.14 1.06 -2.37
H 1.2104 0.5860 0.8468 0.44 -0.38 0.46